A 2-piece molecular cluster, C5H12NO2 overall in a non-equilibrium geometry, computed with ωB97M-V/def2-TZVPD.

```
20
Properties=species:S:1:pos:R:3:mulliken_charge:R:1
C 1.821 0.256 -0.601 -0.724
O 2.352 1.433 -0.628 -0.892
C 0.829 0.018 0.662 -0.250
C 0.215 -1.450 0.681 -0.892
C -1.361 -1.366 0.647 0.657
C -2.055 -1.642 1.765 -1.133
N -1.862 -1.058 -0.708 -0.458
H 2.559 -0.495 -0.705 0.395
H 1.184 0.254 -1.505 0.179
H 0.066 0.924 0.668 0.163
H 1.324 0.070 1.621 0.300
H 0.616 -2.063 -0.087 0.403
H 0.531 -2.051 1.584 0.355
H -3.229 -1.702 1.806 0.172
H -1.878 -1.839 2.755 0.371
H -1.409 -0.447 -1.327 0.214
H -2.852 -1.039 -0.896 0.198
H -0.384 2.299 -1.635 0.284
H 0.780 2.601 -0.838 0.364
O 0.027 3.067 -1.297 -0.706
```

Output
Molar mass, g mol⁻¹: 118.2
Multiplicity: 1
Net charge: -1


C5H12NO2 as an isolated structure in a non-equilibrium geometry, computed with ωB97M-V/def2-TZVPD.

```
20
Properties=species:S:1:pos:R:3:mulliken_charge:R:1
C 0.276 2.238 -0.684 -0.705
O 0.353 1.726 -1.949 -0.789
C 0.487 1.147 0.285 -0.266
C -0.501 0.046 0.445 -0.288
C -0.007 -0.921 1.471 -0.484
C 0.425 -3.161 1.267 -0.252
N -0.411 -2.270 1.056 -0.384
H 1.077 3.068 -0.574 0.202
H -0.632 2.772 -0.510 0.335
H 0.821 1.667 1.344 0.228
H 1.504 0.706 -0.099 0.182
H -0.556 -0.553 -0.529 0.067
H -1.565 0.308 0.611 0.335
H -0.616 -0.553 2.381 0.179
H 1.032 -0.829 1.895 0.395
H 0.143 -4.284 0.920 0.172
H 1.399 -3.235 1.682 0.277
H -1.154 -0.092 -3.044 0.226
H -0.650 1.438 -2.740 0.402
O -1.426 0.782 -3.230 -0.834
```

Output
Molar mass, g mol⁻¹: 118.2
Multiplicity: 1
Net charge: -1


An isolated ion of composition C5H12NO2 and charge -1 in a non-equilibrium geometry, computed with ωB97M-V/def2-TZVPD.

```
20
Properties=species:S:1:pos:R:3:mulliken_charge:R:1
C 1.579 1.167 0.105 -1.702
C 0.394 0.165 -0.004 0.205
C -0.526 -0.149 1.289 -0.441
C -1.097 -1.597 1.357 -0.452
O -2.040 -1.786 2.348 -0.490
N -0.491 0.678 -1.075 -0.498
C 0.307 0.427 -2.484 -0.323
O 1.392 1.187 -2.539 -0.876
H 1.421 2.147 0.357 0.435
H 2.356 0.624 0.613 0.504
H 2.046 1.129 -0.919 0.465
H 0.857 -0.844 -0.311 0.207
H 0.376 -0.107 2.091 0.119
H -1.317 0.612 1.404 0.296
H -1.353 -1.928 0.325 0.299
H -0.243 -2.275 1.801 0.183
H -2.864 -1.181 2.291 0.306
H -0.828 1.624 -0.859 0.271
H 0.612 -0.596 -2.628 0.230
H -0.581 0.703 -3.162 0.262
```

Output
Molar mass, g mol⁻¹: 118.2
Structure (SMILES): C[C@@H](CCO)NC[O-]
Multiplicity: 1
Net charge: -1


A 2-piece molecular cluster, C5H12NO2 overall in a non-equilibrium geometry, computed with ωB97M-V/def2-TZVPD.

```
20
Properties=species:S:1:pos:R:3:mulliken_charge:R:1
C 1.935 -0.575 -0.869 -0.587
O 3.065 -0.535 -0.154 -0.837
C 0.713 -0.958 0.232 -0.102
C 0.609 0.400 -0.178 0.138
C 1.140 1.429 0.733 -1.395
C -2.921 0.332 0.412 -0.560
O -2.392 -0.245 -0.709 -0.864
N -0.343 -1.834 -0.224 -0.857
H 1.814 -1.498 -1.465 0.397
H 1.941 0.207 -1.676 0.334
H 1.191 -1.193 1.167 0.425
H 1.876 1.073 1.454 0.331
H -0.326 0.692 -0.660 0.650
H 0.464 2.130 1.211 0.416
H 1.860 2.091 0.205 0.303
H -2.179 0.452 1.212 0.152
H -3.248 1.418 0.211 0.160
H -3.891 -0.106 0.705 0.238
H -0.112 -2.135 -1.172 0.284
H -1.195 -1.146 -0.437 0.373
```

Output
Molar mass, g mol⁻¹: 118.2
Multiplicity: 1
Net charge: -1


An isolated ion of composition C5H12NO2 and charge +1 in a non-equilibrium geometry, computed with ωB97M-V/def2-TZVPD.

```
20
Properties=species:S:1:pos:R:3:mulliken_charge:R:1
C -1.107 0.926 -1.687 -0.617
O -0.908 2.316 -1.753 -0.552
C -0.375 0.458 -0.258 -0.113
C 0.006 -0.995 -0.097 -0.807
C 0.813 -1.442 1.107 -0.489
C 0.028 -1.701 2.334 -0.075
O -0.215 -2.811 2.722 -0.411
N 0.802 1.323 -0.128 -0.205
H -2.142 0.585 -1.581 0.338
H -0.572 0.344 -2.337 0.445
H -0.705 2.618 -2.616 0.329
H -1.139 0.484 0.597 0.263
H 0.504 -1.485 -0.987 0.414
H -1.022 -1.482 -0.044 0.383
H 1.394 -2.371 0.754 0.315
H 1.567 -0.767 1.439 0.327
H -0.122 -0.733 2.935 0.260
H 1.647 0.899 -0.614 0.390
H 0.624 2.259 -0.678 0.420
H 0.922 1.574 0.892 0.384
```

Output
Molar mass, g mol⁻¹: 118.2
Structure (SMILES): [NH3+][C@@H](CO)CCC=O
Multiplicity: 1
Net charge: +1


A single C5H12NO2PS molecule in a non-equilibrium geometry, computed with ωB97M-V/def2-TZVPD.

```
22
Properties=species:S:1:pos:R:3:mulliken_charge:R:1
C -1.778 -0.243 -0.885 -0.518
C -2.486 -0.058 0.460 -0.750
C 0.339 0.276 0.275 0.838
C 0.129 0.069 1.667 -1.480
C 2.849 -0.993 -0.863 -1.046
N -0.353 0.155 -0.743 -0.443
O 2.827 1.320 0.807 -0.748
O 1.908 1.511 -1.543 -0.472
P 2.139 0.617 -0.243 0.842
S -4.390 0.287 -0.018 -0.232
H -1.712 -1.394 -1.306 0.198
H -2.067 0.334 -1.759 0.408
H -2.526 -0.997 1.088 0.341
H -2.140 0.791 0.939 0.465
H -0.124 0.957 2.211 0.321
H 1.096 -0.337 2.066 0.364
H -0.603 -0.644 1.940 0.464
H 2.104 -1.376 -1.577 0.348
H 3.604 -0.697 -1.574 0.373
H 3.207 -1.737 -0.120 0.288
H 2.699 1.517 -2.046 0.307
H -4.722 0.644 1.223 0.130
```

Output
Molar mass, g mol⁻¹: 181.2
Structure (SMILES): C/C(=N\CCS)[P@](C)(=O)O
Multiplicity: 1


An isolated ion of composition C5H12NO2S and charge +1 in a non-equilibrium geometry, computed with ωB97M-V/def2-TZVPD.

```
21
Properties=species:S:1:pos:R:3:mulliken_charge:R:1
C 0.778 1.037 0.208 -0.838
C -0.252 0.390 1.261 -0.690
C 0.933 0.083 -0.954 0.220
C -2.773 0.237 -0.031 -0.952
C 2.004 -1.039 -0.717 -0.732
N -0.490 -0.375 -1.132 -0.362
O -1.624 -1.980 0.864 -0.634
O 1.522 -1.837 0.321 -0.468
S -1.307 -0.648 0.289 0.937
H 0.221 2.024 -0.107 0.285
H 1.724 1.202 0.565 0.442
H 0.180 -0.287 1.942 0.387
H -0.916 1.092 1.766 0.528
H 1.199 0.538 -2.025 0.339
H -3.286 0.271 0.896 0.400
H -3.417 -0.074 -0.893 0.363
H -2.473 1.195 -0.443 0.345
H 2.848 -0.537 -0.323 0.330
H 2.223 -1.509 -1.661 0.439
H -0.676 -1.065 -1.861 0.352
H 1.342 -2.710 -0.036 0.309
```

Output
Molar mass, g mol⁻¹: 150.2
Structure (SMILES): C[S@@]1(=O)=[NH+][C@H](CO)CC1
Multiplicity: 1
Net charge: +1


A 2-piece molecular cluster, C5H12NO3 overall in a non-equilibrium geometry, computed with ωB97M-V/def2-TZVPD.

```
21
Properties=species:S:1:pos:R:3:mulliken_charge:R:1
C -1.719 0.247 1.149 -1.029
C -1.200 0.246 -0.290 -0.502
N 0.314 0.347 -0.363 -0.017
C 0.983 1.010 0.731 -1.321
C 0.814 -1.107 -0.431 -0.536
C 1.485 -1.727 0.865 0.422
O 0.796 -1.645 1.911 -0.685
O 2.620 -2.214 0.737 -0.744
H -1.041 -0.307 1.813 0.241
H -1.805 1.224 1.634 0.278
H -2.663 -0.310 1.228 0.344
H -1.565 1.179 -0.771 0.255
H -1.641 -0.523 -0.910 0.496
H 0.786 0.648 1.736 0.400
H 2.037 0.635 0.727 0.431
H 1.161 2.072 0.547 0.316
H 0.010 -1.782 -0.734 0.400
H 1.472 -1.106 -1.309 0.241
H 0.224 0.480 -2.551 0.407
H -0.697 1.673 -2.578 0.310
O -0.371 0.960 -3.141 -0.706
```

Output
Molar mass, g mol⁻¹: 134.2
Multiplicity: 1
Net charge: -1


C5H12NO3PS as an isolated structure in a non-equilibrium geometry, computed with ωB97M-V/def2-TZVPD.

```
23
Properties=species:S:1:pos:R:3:mulliken_charge:R:1
C 0.105 -0.340 0.950 0.705
C 0.944 -2.316 -0.729 -1.131
C 2.387 2.466 -1.639 -0.583
C -3.659 0.941 1.544 -0.705
C -0.197 -2.535 0.354 -0.191
N 0.523 0.736 0.931 -0.478
O 3.182 -0.192 0.950 -0.460
O -0.454 -1.428 1.110 -0.327
O 2.631 1.357 -0.844 -0.105
P 2.738 1.158 0.792 0.213
S -3.056 0.531 -0.284 -0.207
H -3.766 1.563 -0.740 0.110
H 0.618 -1.710 -1.558 0.319
H 1.799 -1.859 -0.260 0.335
H 1.302 -3.238 -1.021 0.427
H 3.062 3.297 -1.394 0.271
H 1.297 2.851 -1.600 0.242
H 2.640 2.223 -2.720 0.216
H -2.973 0.284 2.012 0.158
H -4.666 0.580 1.502 0.343
H -3.390 1.964 1.714 0.313
H 0.101 -3.482 1.040 0.252
H -1.168 -2.849 -0.108 0.282
```

Output
Molar mass, g mol⁻¹: 197.2
Multiplicity: 1


C5H12NO3S as an isolated structure in a non-equilibrium geometry, computed with ωB97M-V/def2-TZVPD.

```
22
Properties=species:S:1:pos:R:3:mulliken_charge:R:1
C -1.143 1.900 0.859 0.053
C 1.846 1.169 -0.765 -1.165
C 0.533 0.454 -1.054 -0.472
C 0.233 -0.731 1.118 -0.701
C 0.114 -2.134 0.506 -0.418
N -0.249 0.224 0.145 0.027
O -2.285 1.293 0.908 -0.378
O -2.243 0.171 -1.485 -0.438
O -1.130 -2.148 -0.202 -0.427
S -2.053 -0.164 -0.130 0.756
H -0.654 2.142 1.802 0.311
H -0.903 2.524 -0.002 0.282
H 2.534 0.529 -0.218 0.327
H 2.319 1.440 -1.704 0.400
H 1.678 2.075 -0.188 0.306
H 0.735 -0.498 -1.554 0.337
H -0.090 1.047 -1.727 0.420
H 1.265 -0.524 1.405 0.388
H -0.408 -0.655 1.999 0.350
H 0.948 -2.331 -0.175 0.373
H 0.115 -2.898 1.291 0.367
H -1.163 -2.885 -0.829 0.302
```

Output
Molar mass, g mol⁻¹: 166.2
Multiplicity: 1
Net charge: +1


An isolated ion of composition C5H12NOS and charge +1 in a non-equilibrium geometry, computed with ωB97M-V/def2-TZVPD.

```
20
Properties=species:S:1:pos:R:3:mulliken_charge:R:1
C -1.786 -1.163 0.752 -0.038
C 2.635 0.652 0.272 -1.354
C 1.423 -0.223 0.116 -0.445
C 0.140 0.627 0.332 -1.218
C -1.280 -0.046 -0.121 0.299
N -1.134 -0.510 -1.557 -0.155
O -2.237 -2.165 0.273 -0.477
S -2.556 1.220 0.142 -0.135
H -1.952 -0.876 1.729 0.482
H 3.559 -0.131 0.216 0.309
H 2.889 1.074 1.223 0.389
H 2.733 1.189 -0.612 0.402
H 1.299 -0.673 -0.860 0.378
H 1.349 -0.911 0.865 0.398
H 0.145 0.794 1.507 0.467
H 0.141 1.533 -0.205 0.424
H -1.804 -0.163 -2.227 0.362
H -0.076 -0.478 -1.833 0.317
H -1.495 -1.446 -1.387 0.358
H -1.992 1.696 1.375 0.240
```

Output
Molar mass, g mol⁻¹: 134.2
Structure (SMILES): CCC[C@]([NH3+])(S)C=O
Multiplicity: 1
Net charge: +1


An isolated ion of composition C5H12NS and charge -1 in a non-equilibrium geometry, computed with ωB97M-V/def2-TZVPD.

```
19
Properties=species:S:1:pos:R:3:mulliken_charge:R:1
C 1.161 -0.155 -1.040 -0.224
N -0.102 -0.488 -0.362 -0.411
C -0.745 0.623 0.373 0.349
C -2.188 0.233 0.799 -0.798
S -3.330 1.568 1.162 -0.644
C 0.105 1.020 1.594 -1.588
C 1.833 -1.443 -1.493 -1.310
H 1.731 0.330 -0.256 0.338
H 0.833 0.371 -1.941 0.271
H -0.793 -0.904 -0.971 0.267
H -0.811 1.545 -0.223 0.124
H -1.901 -0.290 1.728 0.209
H -2.631 -0.517 0.138 0.257
H 0.519 0.285 2.272 0.315
H 0.959 1.565 1.178 0.465
H -0.489 1.773 2.120 0.379
H 1.927 -2.258 -0.768 0.343
H 2.757 -1.367 -2.069 0.371
H 1.166 -1.893 -2.242 0.287
```

Output
Molar mass, g mol⁻¹: 118.2
Structure (SMILES): CCN[C@H](C)C[S-]
Multiplicity: 1
Net charge: -1


Computed energy above the lowest of the compared OMol25 structures with the same formula, charge and spin (eV) in order:
4.1998; 4.3216; 4.8634; 6.6894; 2.5112; 2.3603; 2.7650; 2.1618; 1.3071; 0.7970; 1.4940; 0.7200